1.
The following is a DFT calculation (wB97M-V/def2-TZVPD) of a structure of composition C7H6Cl2N2.

Atoms and positions in Å:
C1 0.5479 1.2172 0.9604
C2 -0.6506 1.6426 0.6035
C3 1.1577 0.0384 0.4264
C4 -1.4179 0.9043 -0.2657
C5 0.3734 -0.7788 -0.3548
C6 -0.8698 -0.2898 -0.7196
C7 -0.8172 -2.2140 -1.9718
N1 0.6533 -2.0786 -0.8611
N2 -1.5395 -1.1104 -1.7028
Cl1 -0.2242 -2.5980 -3.5396
Cl2 -1.9163 -0.1377 -3.1883
H1 1.1827 1.7923 1.5785
H2 -0.9276 2.6532 0.7986
H3 2.2109 0.0337 0.6294
H4 -2.1612 1.4591 -0.6412
H5 -1.1963 -3.1180 -1.4011
H6 1.3103 -2.1623 -1.6424

Output
Highest occupied orbital energy: -0.3192 hartree
LUMO energy: -0.2 eV
Total charge: 0
Relative energy (zero: lowest compared OMol25 entry of this formula, charge and spin): 198.28 kJ/mol
E_tot: -35378.007 eV



2.
The following is a DFT calculation (wB97M-V/def2-TZVPD) of an isolated molecule of C7H6ClN3O2S.

Atoms and positions in Å:
C1 -2.7913 1.5455 0.0451
C2 -3.1341 0.1672 0.1700
C3 -1.4818 2.0545 -0.0439
C4 -2.1576 -0.7636 0.2650
C5 -0.5316 1.0375 0.0613
C6 -0.8289 -0.3371 0.1418
C7 0.8938 1.0954 -0.0159
N1 0.3456 -1.0433 0.1527
N2 1.3734 -0.1529 0.1546
N3 2.8669 -2.3789 -0.4046
O1 3.5984 -0.1472 -0.9277
O2 3.4470 -0.8296 1.4227
S1 2.9312 -0.8439 0.1058
Cl1 1.9274 2.4026 -0.1671
H1 -3.6321 2.2476 0.1024
H2 -4.1144 -0.1486 0.0324
H3 -1.2027 3.0464 0.0191
H4 -2.3602 -1.7853 0.0603
H5 2.2907 -3.0590 0.1075
H6 2.5604 -2.1076 -1.2814

Output
Highest occupied orbital energy (alpha / beta): -0.2152 / -0.3583 hartree
2S+1: 3
LUMO energy (alpha / beta): 0.6 / -2.7 eV
Total charge: 0
Relative energy (zero: lowest compared OMol25 entry of this formula, charge and spin): 0.00 kJ/mol
⟨S²⟩: 2.03
E_tot: -39274.363 eV



3.
The following is a DFT calculation (wB97M-V/def2-TZVPD) of an isolated molecule of C7H6ClNO.

Atoms and positions in Å:
O1 3.4129 -1.2306 -0.1734
C1 3.5191 -0.0724 -0.0337
N1 2.4023 0.7988 0.0785
C2 1.0365 0.4687 0.0228
C3 0.0524 1.5308 -0.0079
C4 -1.2792 1.2829 -0.1220
C5 -1.7374 -0.0318 0.0232
Cl1 -3.4192 -0.3511 -0.0305
C6 -0.8011 -1.1563 0.0926
C7 0.5538 -0.8439 0.0821
H1 4.3372 0.3957 0.2295
H2 2.6062 1.9703 0.2385
H3 0.5446 2.3591 0.0214
H4 -1.8485 1.9811 -0.0019
H5 -0.9448 -2.1036 0.2735
H6 1.2486 -1.4487 0.2527

Output
SMILES string: O=CNc1ccc(Cl)cc1
Highest occupied orbital energy: -0.3033 hartree
LUMO energy: 0.5 eV
Total charge: 0
Relative energy (zero: lowest compared OMol25 entry of this formula, charge and spin): 171.59 kJ/mol
E_tot: -23413.174 eV



4.
The following is a DFT calculation (wB97M-V/def2-TZVPD) of a cluster of 2 separate species, C7H6ClNO2S in total.

Atoms and positions in Å:
C1 -0.5318 -2.1193 -0.9720
C2 0.0696 -0.8796 -0.8727
C3 -1.5617 -2.4828 -0.1195
C4 -1.3890 -0.3343 0.9656
C5 -0.3668 0.0297 0.0891
C6 -1.9722 -1.5826 0.8498
C7 3.2004 2.3423 0.1507
N1 0.1813 1.2942 0.1661
O1 3.6624 1.4722 0.7927
O2 0.6470 3.4487 -1.0301
S1 1.0783 2.0606 -1.0523
Cl1 -3.2505 -2.0127 1.9322
H1 -0.2028 -2.8170 -1.7261
H2 0.8691 -0.6096 -1.5451
H3 -2.0382 -3.4461 -0.2039
H4 -1.7353 0.3573 1.7193
H5 3.5572 3.3599 0.0023
H6 -0.2172 1.9192 0.8540

Output
Highest occupied orbital energy: -0.2962 hartree
LUMO energy: -0.2 eV
Total charge: 0
Relative energy (zero: lowest compared OMol25 entry of this formula, charge and spin): 30.18 kJ/mol
E_tot: -36296.557 eV



5.
The following is a DFT calculation (wB97M-V/def2-TZVPD) of a structure of composition C7H6FNO4S.

Atoms and positions in Å:
C1 1.3450 0.7735 2.6327
C2 1.7887 -0.2678 1.7760
C3 0.3110 1.6586 2.2834
C4 1.1035 -0.3363 0.4854
C5 -0.3162 1.5824 1.1102
C6 0.1691 0.6401 0.2205
C7 -0.8814 -1.4292 -2.5257
N1 -1.5575 -2.0987 -1.4936
O1 -2.7825 -2.1130 -1.6152
O2 -0.9718 -2.4792 -0.5133
O3 0.5552 1.1816 -2.4835
O4 -1.8013 1.3520 -1.5649
F1 0.3430 -1.8857 -2.7023
S1 -0.4937 0.7717 -1.5905
H1 1.6890 1.0416 3.5679
H2 2.6427 -0.8996 2.1341
H3 -0.0455 2.4278 3.0814
H4 1.5357 -0.9135 -0.3449
H5 -1.1771 2.2604 0.9857
H6 -1.4560 -1.2667 -3.4434

Output
Highest occupied orbital energy (alpha / beta): -0.3620 / -0.3619 hartree
LUMO energy (alpha / beta): -1.6 / -1.6 eV
Total charge: 0
Relative energy (zero: lowest compared OMol25 entry of this formula, charge and spin): 49.56 kJ/mol
E_tot: -30582.598 eV



6.
The following is a DFT calculation (wB97M-V/def2-TZVPD) of a structure of composition C7H6GaO6.

Atoms and positions in Å:
O1 1.8924 -6.3431 -1.4741
C1 1.5887 -5.2896 -1.1683
Ga1 -0.0488 -0.7966 0.2920
O2 -0.9102 -1.4758 -2.8467
C2 -0.6890 -1.0929 -1.7910
C3 1.0084 -1.6170 1.9642
O3 1.6256 -2.3004 2.6659
C4 1.8796 -0.6953 -0.6321
O4 2.9091 -0.7597 -1.1395
C5 -1.6477 -2.1884 0.7366
O5 -2.3758 -3.0714 0.8978
C6 -1.0177 3.6156 0.1912
C7 -0.0605 2.4590 -0.0294
O6 -0.4803 1.3154 0.7898
H1 -2.0211 3.3306 -0.1486
H2 -0.6970 4.4976 -0.3719
H3 -1.0732 3.8839 1.2495
H4 -0.0512 2.0949 -1.0608
H5 0.9633 2.6834 0.2842
H6 -0.7948 1.7497 1.5912

Output
Highest occupied orbital energy: -0.7926 hartree
LUMO energy: -15.2 eV
Total charge: +3
Relative energy (zero: lowest compared OMol25 entry of this formula, charge and spin): 77.10 kJ/mol
E_tot: -71979.567 eV



7.
The following is a DFT calculation (wB97M-V/def2-TZVPD) of the ion C7H6I3O3 with charge -1.

Atoms and positions in Å:
C1 2.0658 -1.0386 -0.2874
C2 0.7404 -0.4864 -0.4952
I1 0.6898 0.3934 -2.5062
C3 -0.3949 -1.4486 -0.4498
O1 -0.1312 -2.6021 -0.7950
C4 -1.6691 -0.9838 -0.1627
I2 -3.2911 -2.5190 -0.2540
C5 -2.0754 0.2285 0.3978
O2 -3.1317 0.4650 0.9318
C6 -1.0610 1.3369 0.2535
I3 -1.3995 2.9773 1.5009
C7 0.5256 0.7214 0.5496
O3 1.4384 1.7307 0.4415
H1 2.1550 -1.2102 0.8069
H2 2.8838 -0.2504 -0.6131
H3 2.1829 -1.9253 -0.8811
H4 -0.9998 1.7761 -0.8015
H5 0.3496 0.3086 1.5379
H6 1.1223 2.5266 0.8261

Output
SMILES string: C[C@@]1(I)C([O-])=C(I)C(=O)[C@@H](I)[C@@H]1O
Highest occupied orbital energy: -0.1643 hartree
LUMO energy: 2.4 eV
Total charge: -1
Relative energy (zero: lowest compared OMol25 entry of this formula, charge and spin): 0.00 kJ/mol
E_tot: -37801.817 eV



8.
The following is a DFT calculation (wB97M-V/def2-TZVPD) of a structure of composition C7H6N2NiO4S2Se4.

Atoms and positions in Å:
Ni1 -2.2196 -1.0740 -0.2125
Se1 -2.6648 -0.5976 2.0580
Se2 -0.8107 -1.5354 3.0559
Se3 -0.7570 -3.7215 1.9980
Se4 -2.2370 -3.4147 0.2269
O1 -1.2148 0.9040 -2.7742
S1 -2.4436 0.2615 -2.3419
O2 -3.5692 0.5009 -3.2233
O3 -2.2142 -1.2417 -2.1252
O4 -2.7709 0.6494 -0.8909
N1 0.7888 -2.5773 -1.2600
C1 1.0673 -1.3938 -0.6440
N2 0.1898 -0.5554 -0.2283
C2 0.7774 0.6024 0.2496
C3 0.0810 1.7074 0.7312
C4 0.8020 2.7850 1.2113
C5 2.1991 2.7803 1.2175
C6 2.9016 1.6894 0.7311
C7 2.1786 0.6097 0.2447
S2 2.7541 -0.8834 -0.4487
H1 -0.2123 -2.8057 -1.2165
H2 1.3767 -3.3486 -0.9769
H3 -0.9989 1.6888 0.7027
H4 0.2714 3.6505 1.5879
H5 2.7407 3.6372 1.6001
H6 3.9843 1.6825 0.7274

Output
Highest occupied orbital energy (alpha / beta): -0.0325 / -0.0330 hartree
LUMO energy (alpha / beta): 4.4 / 4.4 eV
Total charge: -2
E_tot: -342630.394 eV



9.
The following is a DFT calculation (wB97M-V/def2-TZVPD) of a structure of composition C7H6N2O4SSn.

Atoms and positions in Å:
Sn1 0.0565 -0.4830 -1.8231
O1 -0.5093 2.7305 -2.1242
C1 -0.3083 1.5879 -2.0538
C2 2.0807 -1.2063 -2.1237
O2 3.1573 -1.6523 -2.1234
C3 -1.5997 -1.8548 -2.1229
O3 -2.4588 -2.6423 -2.1201
C4 0.0622 -0.5214 -4.2152
O4 0.0613 -0.5156 -5.3716
S1 0.3127 -1.9773 0.0936
C5 0.0850 -0.4805 1.0153
N1 -1.0775 -0.0714 1.5859
C6 -0.8812 0.9012 2.6181
C7 0.6004 1.1160 2.6267
N2 1.0767 0.2421 1.5971
H1 -1.9577 -0.4979 1.3352
H2 -1.2481 0.4954 3.5555
H3 -1.4406 1.7911 2.3558
H4 1.0571 0.8270 3.5682
H5 0.8878 2.1283 2.3708
H6 2.0433 0.0833 1.3557

Output
Highest occupied orbital energy (alpha / beta): -0.5398 / -0.5397 hartree
LUMO energy (alpha / beta): -8.9 / -8.9 eV
Total charge: +2
E_tot: -35169.665 eV



10.
The following is a DFT calculation (wB97M-V/def2-TZVPD) of a structure of composition C7H6N2O4STl.

Atoms and positions in Å:
Tl1 0.0624 -0.9124 -2.0173
O1 -0.7290 3.7408 -2.2215
C1 -0.5404 2.6239 -2.3702
C2 2.7537 -1.4915 -2.3283
O2 3.8598 -1.7781 -2.3676
C3 -2.2418 -2.3801 -2.3341
O3 -3.1811 -3.0279 -2.3688
C4 0.0140 -0.4990 -4.8652
O4 0.0095 -0.4482 -6.0056
S1 0.2677 -2.0559 0.3727
C5 0.1133 -0.6502 1.3519
N1 -1.0433 -0.1293 1.8267
C6 -0.8372 0.9251 2.8033
C7 0.6808 1.1111 2.7955
N2 1.1283 0.1340 1.8158
H1 -1.9547 -0.5675 1.7093
H2 -1.2012 0.6285 3.7916
H3 -1.3719 1.8255 2.4813
H4 1.1197 0.9100 3.7770
H5 0.9808 2.1122 2.4684
H6 2.1106 -0.0712 1.6852

Output
Highest occupied orbital energy (alpha / beta): -0.7667 / -0.7704 hartree
LUMO energy (alpha / beta): -16.4 / -16.4 eV
Total charge: +3
E_tot: -34019.882 eV



11.
The following is a DFT calculation (wB97M-V/def2-TZVPD) of a cluster of 2 separate species, C7H6N3 in total.

Atoms and positions in Å:
C1 1.0042 -0.5494 -1.7509
C2 -0.2373 -0.2180 -1.9379
C3 -0.4641 0.0283 0.4809
C4 1.8593 -0.3424 1.6089
C5 1.7711 -0.5990 -0.6447
C6 -0.8895 -0.2756 -0.7786
C7 0.9093 -0.3217 0.6176
N1 3.1029 -0.5255 1.1443
N2 3.0069 -0.7519 -0.1297
N3 -3.5717 0.9458 -0.5485
H1 -1.0672 0.3745 1.2353
H2 1.6300 -0.2701 2.6534
H3 3.7830 -1.0521 -0.7500
H4 -2.6922 1.4163 -0.4446
H5 -3.8980 0.7943 0.3828
H6 -4.2467 1.3465 -1.1383

Output
Highest occupied orbital energy: -0.5080 hartree
LUMO energy: -6.4 eV
Total charge: +1
Relative energy (zero: lowest compared OMol25 entry of this formula, charge and spin): 517.93 kJ/mol
E_tot: -11812.035 eV



12.
The following is a DFT calculation (wB97M-V/def2-TZVPD) of the ion C7H6N3OS with charge +1.

Atoms and positions in Å:
C1 -0.1958 1.4327 1.9832
C2 -0.1924 1.6389 0.6095
C3 0.1975 -2.8456 0.9249
C4 -0.1146 0.2396 2.6781
C5 -0.0744 0.8701 -0.4676
C6 0.3561 -1.4527 0.9866
C7 0.2249 0.0153 -2.7354
N1 -0.3959 -3.4114 1.9502
N2 -0.0637 0.4398 -1.5997
N3 -0.0510 -0.9945 2.1986
O1 0.6007 -1.2366 -2.9679
S1 -0.7791 -2.7188 3.2146
H1 -0.0513 2.2421 2.5704
H2 -0.3055 2.7071 0.4126
H3 0.2075 -3.5172 0.0645
H4 -0.0651 0.4388 3.8205
H5 0.2202 0.8451 -3.5663
H6 0.6518 -1.1944 -3.9489

Output
Highest occupied orbital energy (alpha / beta): -0.4435 / -0.4435 hartree
LUMO energy (alpha / beta): -5.0 / -5.0 eV
Total charge: +1
Relative energy (zero: lowest compared OMol25 entry of this formula, charge and spin): 259.03 kJ/mol
E_tot: -24695.883 eV